(1)
The following is a DFT calculation (ωB97M-V/def2-TZVPD) of 2 unconnected molecules or ions with the total composition CH3N2O2S in a non-equilibrium geometry.

XYZ file:
```
9
Properties=species:S:1:pos:R:3:forces:R:3
H 1.711 1.177 0.020 0.4 0.3 0.0
O 4.415 1.012 -0.053 0.0 0.3 -0.1
H 1.268 -0.457 0.096 0.1 -0.6 0.0
N -1.152 -0.322 0.262 0.8 0.0 0.0
S 3.582 -0.109 -0.007 -1.8 0.3 0.2
O 3.933 -1.460 0.027 -0.2 -0.3 0.0
N 2.035 0.215 0.037 1.1 -0.1 -0.1
H -3.252 -0.783 -0.185 -0.5 -0.1 0.0
C -2.244 -0.563 0.046 0.1 0.0 0.0
```
Forces are in eV/Å.

Orbital gap in eV: 10.491
Highest occupied orbital energy in eV: -16.66
Charge: +1

Okay, here come the Mulliken numbers, in e, for every atom: number 1, H, carries 0.3004; number 2, O, carries -0.2883; number 3, H, carries 0.3546; number 4, N, carries -0.3250; number 5, S, carries 1.0975; number 6, O, carries -0.2821; number 7, N, carries -0.1522; number 8, H, carries 0.3207; number 9, C, carries -0.0256

(2)
The following is a DFT calculation (ωB97M-V/def2-TZVPD) of C16H25ClN2OS in the gas phase in a non-equilibrium geometry.

XYZ file:
```
46
Properties=species:S:1:pos:R:3:forces:R:3
N -2.764 3.030 -2.100 -0.3 -1.1 -1.3
H 2.246 -1.372 1.841 -0.4 0.1 -0.6
H 0.623 -3.493 -2.384 0.1 -0.2 0.3
C 2.383 -3.247 -1.107 -0.8 0.4 -0.3
Cl 1.640 0.908 5.514 -1.1 0.0 -0.5
H 1.182 0.632 -0.904 0.0 -0.1 0.1
H 2.813 -2.499 -1.789 0.0 -0.2 -0.1
C 0.510 1.018 -0.130 -0.6 0.1 -0.9
H 1.133 1.641 0.537 -0.4 -0.1 -0.2
C 0.106 -2.045 -0.909 0.4 0.0 -0.2
C 0.427 0.681 4.264 -0.4 0.2 -0.8
H 0.278 -1.263 -1.645 0.2 0.2 -0.1
H -0.868 3.163 0.731 0.1 0.1 -0.3
H -2.121 2.007 0.506 -0.3 -0.1 -0.2
C 2.722 -2.831 0.318 -0.2 0.3 -0.1
C -1.553 0.185 2.747 1.8 0.2 0.7
C 0.748 0.652 2.936 -0.6 -0.7 0.2
C -2.219 3.641 -0.915 0.1 0.6 0.7
O -0.147 -2.397 1.391 0.0 -0.2 0.7
H 1.767 0.762 2.606 0.1 0.1 -0.1
S -1.316 0.475 4.478 0.6 -0.2 -0.6
H -3.055 4.026 -0.288 0.4 -0.4 -0.4
H -0.998 3.080 -3.295 -0.3 -0.4 0.0
H -0.967 -2.278 -0.983 0.2 0.3 0.5
H 0.474 -4.124 -0.725 -0.1 -0.2 -0.1
H -2.183 1.857 -3.838 -0.4 0.1 0.1
H -1.685 0.460 -1.933 -0.3 -0.4 0.0
H -0.220 0.835 -2.809 0.1 0.5 0.7
H -0.116 -2.000 2.286 0.0 -0.3 -0.6
C -1.423 2.642 -0.056 0.3 -0.8 -0.4
C 2.040 -1.489 0.753 -0.1 -0.9 -0.1
C -0.991 1.273 -2.142 -0.4 0.4 1.0
C -1.757 2.328 -2.956 1.0 1.4 1.3
H 2.390 -3.631 0.981 0.1 0.0 0.2
C 0.478 -1.508 0.480 0.4 0.0 0.2
H -3.302 3.696 -2.665 0.4 -0.4 0.4
H -2.477 -0.165 2.315 -0.2 0.1 0.3
H 2.542 -0.658 0.240 -0.2 -0.1 0.0
H 3.818 -2.766 0.370 -0.3 0.2 0.4
C 0.852 -3.298 -1.326 0.6 -0.3 0.0
N -0.469 1.825 -0.843 0.1 1.4 -1.6
C -0.186 -0.126 0.624 0.5 0.7 0.8
H 2.808 -4.238 -1.333 0.0 0.4 0.0
C -0.359 0.279 2.066 -0.2 0.0 1.1
H -1.613 4.544 -1.133 0.2 -0.4 0.0
H -1.190 -0.211 0.223 -0.2 -0.2 -0.2
```
Forces are in eV/Å.

Orbital gap in eV: 8.600
Highest occupied orbital energy in eV: -7.97

Okay, here come the Mulliken numbers, in e, for every atom: number 1, N, carries -0.4271; number 2, H, carries 0.2725; number 3, H, carries 0.3849; number 4, C, carries -0.5953; number 5, Cl, carries -0.1974; number 6, H, carries 0.6315; number 7, H, carries 0.2947; number 8, C, carries -1.8079; number 9, H, carries 0.3227; number 10, C, carries -0.7856; number 11, C, carries 0.4050; number 12, H, carries 0.1284; number 13, H, carries 0.3391; number 14, H, carries 0.2499; number 15, C, carries -0.9560; number 16, C, carries -0.0455; number 17, C, carries -1.1898; number 18, C, carries -0.7516; number 19, O, carries -0.7298; number 20, H, carries 0.4024; number 21, S, carries -0.2067; number 22, H, carries 0.3750; number 23, H, carries 0.3756; number 24, H, carries 0.4235; number 25, H, carries 0.3815; number 26, H, carries 0.4162; number 27, H, carries 0.3074; number 28, H, carries 0.3136; number 29, H, carries 0.5327; number 30, C, carries -0.4302; number 31, C, carries -0.8764; number 32, C, carries -0.4695; number 33, C, carries -0.8694; number 34, H, carries 0.3486; number 35, C, carries 1.2044; number 36, H, carries 0.2519; number 37, H, carries 0.4275; number 38, H, carries 0.3805; number 39, H, carries 0.3924; number 40, C, carries -1.0032; number 41, N, carries 0.1667; number 42, C, carries 1.2625; number 43, H, carries 0.3428; number 44, C, carries -0.8544; number 45, H, carries 0.3640; number 46, H, carries 0.4978

(3)
The following is a DFT calculation (ωB97M-V/def2-TZVPD) of 2 unconnected molecules or ions with the total composition C2H2Cl3NS in a non-equilibrium geometry.

XYZ file:
```
9
Properties=species:S:1:pos:R:3:forces:R:3
C -2.172 0.229 -0.170 -1.4 -1.9 -0.5
S 0.182 1.459 0.275 4.6 -0.3 0.1
N -1.216 1.018 0.006 -2.9 -1.2 -0.7
C 1.880 -0.293 0.138 -1.9 1.0 0.6
H -3.131 0.509 -0.632 0.4 0.9 0.6
Cl 2.829 -0.114 1.593 0.1 0.0 0.0
Cl 2.833 -0.084 -1.288 0.0 0.3 -0.2
H -2.225 -0.889 -0.008 1.1 1.1 -0.1
Cl 1.020 -1.835 0.086 0.0 0.2 0.1
```
Forces are in eV/Å.

Orbital gap in eV: 7.596
Highest occupied orbital energy in eV: -8.40

Okay, here come the Mulliken numbers, in e, for every atom: number 1, C, carries -0.1502; number 2, S, carries 0.1260; number 3, N, carries -0.1423; number 4, C, carries 0.1152; number 5, H, carries 0.2175; number 6, Cl, carries -0.1195; number 7, Cl, carries -0.1065; number 8, H, carries 0.2016; number 9, Cl, carries -0.1417

(4)
The following is a DFT calculation (ωB97M-V/def2-TZVPD) of 9 unconnected molecules or ions with the total composition C16H48BF4O16 in a non-equilibrium geometry.

XYZ file:
```
85
Properties=species:S:1:pos:R:3:forces:R:3
H -2.379 2.145 -1.051 -0.3 0.5 -0.3
H 0.783 4.415 -4.605 -0.5 -0.5 -0.2
O 2.137 -1.861 -1.630 -1.1 -0.2 0.1
H -3.874 -4.662 2.617 0.3 -0.3 0.1
O -2.646 -0.431 2.372 0.1 0.2 -0.2
H 0.594 2.078 -1.814 0.2 0.1 -0.1
C 3.501 -1.951 -1.902 0.0 1.1 -0.4
C -1.571 0.227 3.029 -0.8 -0.5 0.0
C -2.660 1.488 -3.116 -0.2 -2.7 1.6
C 3.995 -0.631 -2.554 1.0 -1.7 0.3
H -1.409 -2.649 -0.002 0.1 -0.2 -0.6
H 3.578 -2.797 -2.585 0.4 0.1 0.0
H 0.724 4.433 3.852 0.2 1.0 0.2
H -4.600 1.203 -3.179 0.3 -0.2 0.2
F 0.271 -0.434 0.562 -0.9 -1.2 0.5
C -0.920 -2.041 -2.904 0.3 0.0 0.4
H -3.420 -3.918 -2.608 0.1 0.1 0.0
O -0.062 6.051 1.870 0.0 0.9 0.4
O -0.498 -2.465 -1.623 -0.4 -0.5 0.5
H 0.101 -1.586 2.132 0.0 0.1 -0.3
H -0.076 4.063 1.530 0.3 -0.4 0.3
F 0.649 1.815 0.534 -0.6 0.7 0.3
C 1.702 3.879 -4.359 -1.0 -1.1 0.5
H -0.549 6.397 1.119 0.1 0.0 0.0
O -3.984 1.932 -3.280 -0.3 1.4 -0.4
H 1.601 -3.078 3.558 -0.4 -0.2 0.0
O 2.360 -3.121 4.149 0.4 -0.1 0.5
O 0.546 2.852 -2.384 -0.3 1.3 -0.8
H 2.463 2.480 -2.947 0.3 0.0 -0.3
O -2.707 -3.701 -3.211 0.4 -1.0 -0.6
H -1.224 -1.375 4.527 -0.3 0.8 0.5
H -3.910 -2.968 2.826 0.3 0.5 -0.1
H 4.178 -1.464 1.973 1.0 -0.5 -0.4
O -3.166 0.284 -0.895 -1.1 -0.4 -1.2
O -2.104 -3.885 3.357 -1.2 -0.8 -0.3
H 3.339 0.431 -1.047 -0.1 0.1 0.1
H 1.205 1.777 -3.958 0.2 0.0 -0.6
H -1.621 4.686 1.880 -0.3 0.2 0.5
H -0.426 3.332 3.698 -1.4 0.0 0.7
H 4.140 -3.331 2.176 0.0 0.2 -0.4
C -0.678 -0.786 3.791 -0.8 -0.3 -0.5
O -0.284 -1.895 2.958 0.6 0.7 0.2
H -2.416 -4.636 0.738 0.5 0.1 -0.2
H -2.927 -1.991 -2.207 0.4 0.5 0.3
C -3.249 -3.775 2.505 0.6 0.4 -0.9
H 2.972 5.271 -4.380 0.1 0.3 0.3
H -2.858 -1.759 -3.879 0.5 0.0 -0.6
F 2.343 0.378 0.667 1.2 -0.4 0.0
H -0.765 6.097 4.465 -0.1 0.2 0.0
H -0.275 -2.529 -3.637 -0.2 0.0 -0.4
H 2.613 -1.146 3.745 0.0 0.3 -0.4
H -1.320 0.890 -1.424 0.3 -0.1 -0.8
C 3.624 -2.373 2.215 -1.7 2.2 1.3
C 3.179 -2.077 3.683 0.2 -0.4 -1.0
H 4.071 -1.901 4.285 0.0 -0.6 0.4
H -1.871 2.088 -3.569 -0.5 0.8 0.4
C -2.381 -2.338 -3.086 -1.2 0.7 1.0
H -2.284 -1.152 1.844 0.1 -0.5 -0.4
H 4.033 -2.135 -0.968 0.3 -0.1 -0.1
F 1.098 0.547 -1.262 0.4 -0.3 -0.7
H 0.374 -2.071 -1.507 0.2 -0.5 0.1
H -3.722 -3.557 0.311 -0.5 0.0 0.3
C 1.504 2.682 -3.427 -0.4 -0.7 0.5
H -2.842 0.189 0.005 0.1 0.0 0.2
C -2.866 -3.672 0.978 0.3 0.2 0.9
C -0.578 4.778 2.184 0.1 -0.9 -0.3
O 2.523 4.768 -3.697 1.4 1.4 0.5
O -1.136 5.216 4.556 0.6 -1.0 -0.3
H 5.014 -0.839 -2.888 0.3 0.1 0.0
H 2.193 3.549 -5.277 -0.2 -0.3 -0.1
H -2.606 0.563 -3.695 0.4 -0.4 0.2
H -0.716 -0.970 -2.891 -0.4 0.2 -0.7
H 0.167 -0.261 4.238 0.2 -0.1 0.0
O 2.454 -2.338 1.375 0.5 -1.1 0.3
H -2.150 0.932 3.626 0.7 0.0 0.8
C -0.350 4.419 3.658 0.5 0.0 -1.5
B 1.077 0.580 0.136 -0.3 1.3 0.4
H -0.999 0.837 2.328 0.3 -0.2 -0.1
O -1.987 -2.561 0.763 -0.6 -0.5 0.9
H -1.416 -3.252 3.122 0.0 0.5 -0.4
C -2.352 1.200 -1.598 1.2 1.1 0.3
H 3.459 -0.448 -3.487 -0.6 0.4 0.2
H 2.242 -1.411 1.234 0.1 0.1 0.0
H 1.929 -1.159 -1.005 0.5 -0.1 -0.1
O 4.096 0.426 -1.637 0.0 0.2 -0.3
```
Forces are in eV/Å.

Orbital gap in eV: 9.840
Highest occupied orbital energy in eV: -7.32
Charge: -1

Okay, here come the Mulliken numbers, in e, for every atom: number 1, H, carries 0.4146; number 2, H, carries 0.2731; number 3, O, carries -0.6055; number 4, H, carries 0.4227; number 5, O, carries -0.6002; number 6, H, carries 0.3659; number 7, C, carries -0.5090; number 8, C, carries 0.0472; number 9, C, carries -0.2868; number 10, C, carries -0.3445; number 11, H, carries 0.1809; number 12, H, carries 0.4437; number 13, H, carries 0.3050; number 14, H, carries 0.3353; number 15, F, carries 0.6947; number 16, C, carries 0.6477; number 17, H, carries 0.3553; number 18, O, carries -0.5410; number 19, O, carries -0.4788; number 20, H, carries 0.1348; number 21, H, carries 0.0681; number 22, F, carries -0.2139; number 23, C, carries -0.6597; number 24, H, carries 0.3073; number 25, O, carries -0.5811; number 26, H, carries 0.3537; number 27, O, carries -0.5937; number 28, O, carries -0.6516; number 29, H, carries 0.2773; number 30, O, carries -0.5920; number 31, H, carries 0.3816; number 32, H, carries 0.2379; number 33, H, carries 0.2898; number 34, O, carries -0.6768; number 35, O, carries -0.5733; number 36, H, carries 0.3641; number 37, H, carries 0.2670; number 38, H, carries 0.2917; number 39, H, carries 0.1569; number 40, H, carries 0.3357; number 41, C, carries -0.3684; number 42, O, carries -0.3658; number 43, H, carries 0.3323; number 44, H, carries 0.1332; number 45, C, carries -0.5275; number 46, H, carries 0.2892; number 47, H, carries 0.3002; number 48, F, carries -0.4389; number 49, H, carries 0.3272; number 50, H, carries 0.3212; number 51, H, carries 0.0472; number 52, H, carries -0.5518; number 53, C, carries -0.5021; number 54, C, carries -0.3197; number 55, H, carries 0.4406; number 56, H, carries 0.1996; number 57, C, carries -0.5047; number 58, H, carries 0.1719; number 59, H, carries 0.0481; number 60, F, carries 0.3906; number 61, H, carries 0.4021; number 62, H, carries 0.3435; number 63, C, carries -0.1072; number 64, H, carries 0.3435; number 65, C, carries -0.4339; number 66, C, carries 0.0175; number 67, O, carries -0.5029; number 68, O, carries -0.5353; number 69, H, carries 0.4834; number 70, H, carries 0.3611; number 71, H, carries 0.0670; number 72, H, carries -0.4406; number 73, H, carries 0.2659; number 74, O, carries -0.4183; number 75, H, carries 0.4127; number 76, C, carries -0.3581; number 77, B, carries -1.0521; number 78, H, carries -0.1964; number 79, O, carries -0.2445; number 80, H, carries 0.4271; number 81, C, carries 0.7154; number 82, H, carries 0.1281; number 83, H, carries 0.2832; number 84, H, carries 0.1873; number 85, O, carries -0.6151

Question: Among the records above, which one has the lowest orbital gap?
Answer: C2H2Cl3NS

Question: Among the records above, which one has the highest orbital gap?
Answer: CH3N2O2S

Question: Look up the highest occupied orbital energy of the fourth one.
Answer: -7.32 eV

Question: What is the highest occupied orbital energy in the fourth record?
Answer: -7.32 eV